Computed, not measured: a structure of composition C10H13BiN3O5 at a distorted geometry, with the ωB97M-V functional and the def2-TZVPD basis.

Last column: natural (NBO) charge in e.
CARTESIAN COORDINATES (ANGSTROEM)
O -0.00415 3.77623 -3.93920  -0.207
C -0.00430 2.70565 -3.55105  0.471
Bi -0.02699 0.46163 -2.73566  1.409
O -0.00424 -1.23346 -5.64551  -0.166
C -0.00150 -0.70590 -4.62200  0.468
C -0.02010 -2.02613 -1.96636  0.466
O -0.00305 -3.05521 -1.46582  -0.290
C -2.15296 0.06486 -2.59061  0.460
O -3.29774 -0.12391 -2.55543  -0.195
C 2.13123 0.06489 -2.60126  0.441
O 3.27512 -0.11961 -2.55857  -0.193
C 2.47475 -0.18788 0.81474  -0.442
N 1.22002 -0.08003 1.59124  -0.381
C 1.34052 -0.10503 2.99712  -0.414
C -0.03026 0.03721 1.00680  0.654
N 0.04966 0.13660 -0.29603  -0.970
N -1.24313 0.10625 1.56372  -0.358
C -1.54504 0.11498 3.00128  -0.416
C -2.46487 0.18763 0.72103  -0.418
H 3.29879 -0.26268 1.51476  0.283
H 2.70813 0.69200 0.19103  0.195
H 2.55036 -1.09894 0.19529  0.199
H 0.95743 0.83105 3.37855  0.220
H 0.81683 -0.97800 3.35860  0.220
H 2.38034 -0.18944 3.26436  0.245
H 1.02269 -0.00052 -0.55218  0.346
H -2.05699 1.05901 3.17576  0.233
H -2.18349 -0.75104 3.15767  0.232
H -0.67230 0.04820 3.63884  0.244
H -2.52723 1.07901 0.06683  0.197
H -2.64671 -0.69445 0.07895  0.198
H -3.34083 0.24703 1.36310  0.271

The value obtained for the lowest unoccupied orbital energy is -0.4917 Eh. The total charge is +3. As for the molar mass: 464.21 g/mol. Its HOMO-LUMO gap is 0.1850 hartree. The total energy is -1142.4983 Ha. Its spin multiplicity is 1.